Entry 1:
The following is a quantum chemistry calculation of an isolated molecule of C3H9N at a distorted geometry, from OMol25.

## Properties
Relative energy (zero: lowest compared OMol25 entry of this formula, charge and spin): 2.9787 eV
Charge: 0
HOMO level: -8.597 eV

Geometry (Å):
C: -0.860 1.165 0.515
C: 0.261 0.258 0.980
C: 0.333 -1.102 -1.042
H: -1.792 0.600 0.035
H: -1.569 1.496 1.284
H: -0.629 2.104 -0.197
H: 0.790 0.946 1.418
H: -0.043 -0.636 1.539
H: 1.900 -0.522 0.037
H: 1.358 -1.374 -1.753
H: -0.575 -0.641 -1.794
H: -0.158 -2.045 -0.774
N: 0.985 -0.248 -0.247

***

Entry 2:
The following is a quantum chemistry calculation of a cluster of 2 separate species, C2H2F2OS in total at a distorted geometry, from OMol25.

## Properties
Relative energy (zero: lowest compared OMol25 entry of this formula, charge and spin): 2.3476 eV
Charge: 0
HOMO level: -9.555 eV

Geometry (Å):
C: -3.717 1.122 0.007
C: -4.285 -0.064 -0.036
O: -3.379 2.241 0.009
F: -4.338 -0.792 1.117
F: -4.396 -0.782 -1.102
S: -0.209 -0.366 -0.354
H: -1.543 -0.095 -0.586
H: -0.440 -0.792 0.859

***

Entry 3:
The following is a quantum chemistry calculation of a cluster of 2 separate species, C3H3BrClNS in total at a distorted geometry, from OMol25.

## Properties
Relative energy (zero: lowest compared OMol25 entry of this formula, charge and spin): 3.0488 eV
Charge: 0
HOMO level (spin up / spin down): -8.077 / -8.076 eV

Geometry (Å):
C: -0.583 -2.074 0.474
C: -1.489 -1.354 0.862
C: 0.300 1.685 -0.082
N: 0.841 0.792 -0.829
S: 2.278 0.007 -0.688
Cl: -2.745 -0.459 1.542
Br: 0.657 -3.283 0.062
H: -0.601 2.041 -0.397
H: 0.871 1.912 0.786
H: 0.469 0.732 -1.731

***

Entry 4:
The following is a quantum chemistry calculation of a structure of composition C28H75N4O12 at a distorted geometry, from OMol25.

## Properties
Relative energy (zero: lowest compared OMol25 entry of this formula, charge and spin): 15.3109 eV
Charge: -1
HOMO level: -5.279 eV

Geometry (Å):
C: -0.009 2.724 0.509
O: 1.322 3.077 0.361
H: -0.696 3.588 0.357
H: -0.052 2.370 1.573
H: -0.465 1.985 -0.260
C: 4.671 3.531 0.684
O: 3.917 2.273 0.403
H: 5.377 3.449 1.478
H: 4.150 4.443 0.806
H: 5.302 3.774 -0.179
H: 2.970 2.411 0.170
C: -1.975 3.744 3.180
O: -1.088 4.433 3.955
H: -1.800 2.637 3.171
H: -1.964 4.031 2.168
H: -2.954 4.004 3.412
H: -0.349 4.600 3.595
C: 2.450 3.959 -2.601
O: 1.531 4.677 -1.795
H: 2.046 3.648 -3.590
H: 2.793 3.151 -2.191
H: 3.290 4.433 -2.872
H: 1.413 3.982 -0.945
C: -2.258 0.929 -2.832
O: -3.260 0.091 -3.543
C: -3.441 -1.120 -2.848
C: -4.476 -1.870 -3.645
N: -4.810 -3.115 -2.943
C: -5.714 -4.051 -3.640
C: -5.803 -5.324 -2.820
O: -6.736 -6.248 -3.411
C: -7.072 -7.452 -2.735
H: -1.404 0.307 -2.806
H: -2.446 1.381 -1.906
H: -2.070 1.735 -3.149
H: -3.801 -1.174 -1.739
H: -2.584 -1.659 -2.867
H: -3.976 -2.191 -4.612
H: -5.322 -1.259 -3.876
H: -5.161 -2.970 -1.970
H: -5.393 -4.288 -4.536
H: -6.566 -3.569 -3.574
H: -6.015 -5.350 -1.646
H: -4.751 -6.154 -3.067
H: -7.682 -7.131 -1.941
H: -6.215 -8.076 -2.298
H: -7.979 -8.026 -3.092
C: -0.373 7.996 0.215
O: 0.753 7.575 0.966
C: 0.469 6.310 1.434
C: 1.511 5.998 2.617
N: 1.253 4.501 2.870
C: 2.280 3.843 3.592
C: 2.011 2.421 3.733
O: 2.992 1.993 4.719
C: 2.885 0.656 5.082
H: -0.576 7.479 -0.695
H: -0.262 9.110 -0.139
H: -1.208 8.184 0.874
H: 0.234 5.717 0.595
H: -0.459 6.229 1.985
H: 1.377 6.538 3.578
H: 2.576 5.975 2.360
H: 1.318 4.123 1.968
H: 2.345 4.399 4.499
H: 3.407 3.835 3.165
H: 2.212 1.864 2.913
H: 0.963 2.358 4.069
H: 2.707 0.101 4.134
H: 2.165 0.257 5.515
H: 3.841 0.475 5.403
C: 5.324 -5.002 -7.519
O: 4.926 -4.284 -6.383
C: 3.556 -3.764 -6.511
C: 3.209 -3.331 -5.057
N: 1.826 -2.680 -5.190
C: 1.295 -2.435 -3.888
C: 2.060 -1.485 -3.067
O: 1.183 -1.077 -1.979
C: 1.798 -0.100 -1.126
H: 4.474 -5.380 -8.056
H: 5.790 -6.003 -7.308
H: 5.964 -4.707 -8.220
H: 2.895 -4.576 -6.995
H: 3.528 -2.953 -7.088
H: 3.921 -2.900 -4.473
H: 3.140 -4.199 -4.518
H: 1.253 -3.198 -5.730
H: 1.030 -3.462 -3.437
H: 0.281 -1.797 -4.130
H: 2.325 -0.642 -3.678
H: 2.947 -1.876 -2.677
H: 1.856 0.822 -1.684
H: 2.746 -0.394 -0.887
H: 1.285 0.095 -0.297
C: -0.224 -3.963 8.459
O: -0.645 -2.718 7.833
C: -0.505 -2.889 6.335
C: -0.715 -1.547 5.656
N: -0.525 -1.771 4.182
C: -0.631 -0.524 3.454
C: -0.326 -0.887 1.949
O: -1.556 -1.550 1.552
C: -1.707 -1.565 0.183
H: 0.887 -4.136 8.567
H: -0.951 -4.874 8.197
H: -0.368 -3.791 9.545
H: -1.212 -3.426 6.044
H: 0.502 -3.362 6.422
H: -0.220 -0.620 6.067
H: -1.690 -1.242 5.936
H: -1.480 -2.298 4.156
H: 0.098 0.265 3.758
H: -1.457 0.035 3.517
H: 0.437 -1.462 1.752
H: -0.285 0.058 1.354
H: -2.106 -0.573 -0.186
H: -2.435 -2.213 0.112
H: -0.829 -1.920 -0.341

***

Entry 5:
The following is a quantum chemistry calculation of the ion C6H10NO with charge -1 at a distorted geometry, from OMol25.

## Properties
Relative energy (zero: lowest compared OMol25 entry of this formula, charge and spin): 2.7857 eV
Charge: -1
HOMO level (spin up / spin down): -1.636 / -1.637 eV

Geometry (Å):
C: -0.671 1.029 1.522
C: -0.729 -0.314 0.913
C: -0.708 1.218 2.949
C: -0.186 -0.555 -0.363
C: 0.247 0.471 -1.436
C: 0.376 -1.943 -0.700
N: -1.631 2.100 2.178
O: -1.306 3.333 1.995
H: 0.039 1.661 0.914
H: -1.066 -1.174 1.400
H: -1.183 0.411 3.540
H: 0.267 1.580 3.340
H: 1.396 0.472 -1.415
H: -0.111 1.492 -1.138
H: -0.217 0.262 -2.331
H: 0.144 -2.542 0.146
H: 1.410 -1.717 -0.773
H: 0.000 -2.287 -1.675

***

Entry 6:
The following is a quantum chemistry calculation of the ion C16H12FNO6P with charge -1 at a distorted geometry, from OMol25.

## Properties
Relative energy (zero: lowest compared OMol25 entry of this formula, charge and spin): 1.4902 eV
Charge: -1
HOMO level: -4.377 eV

Geometry (Å):
O: 5.137 -0.247 -1.028
O: 4.411 -0.820 1.210
F: -0.362 3.387 0.889
N: -1.462 -0.088 -0.344
O: -1.922 -4.272 2.085
O: 0.396 -4.915 1.808
O: 4.025 1.393 0.386
O: 2.660 -0.601 -0.737
C: -0.746 0.899 -0.681
C: -2.484 4.742 -1.489
C: -2.638 3.719 -2.428
C: -1.867 4.619 -0.233
C: -1.643 -2.265 0.796
C: -2.108 2.470 -2.123
C: 1.115 -2.601 0.752
C: -1.230 3.398 -0.021
C: -0.813 -1.250 0.202
C: -1.100 -3.430 1.362
C: 0.271 -3.647 1.246
C: -1.380 2.255 -0.885
C: 0.581 -1.427 0.314
C: -0.950 -5.306 2.344
C: 0.769 0.728 -1.047
C: 1.448 -0.228 -0.113
P: 4.038 -0.132 -0.040
H: 4.961 1.405 0.670
H: -2.796 5.760 -1.730
H: -3.144 3.975 -3.339
H: -1.759 5.453 0.468
H: -2.793 -2.271 0.951
H: -2.382 1.596 -2.772
H: 2.187 -2.834 0.878
H: -1.159 -6.281 1.701
H: -0.934 -5.598 3.403
H: 0.761 0.354 -2.116
H: 1.348 1.629 -1.065
H: 1.563 0.431 0.726